No. 1
A structure of composition C23H60Cu2O23S7 in a non-equilibrium geometry, computed with ωB97M-V/def2-TZVPD.

```
! RIJCOSX wB97M-V def2-TZVPD def2/J DEFGRID3
* xyz 2 3
Cu -4.1079 0.3974 -0.5024
Cu -1.8412 -1.2185 2.8416
O 0.1565 -0.3391 2.4963
C 0.1491 0.3418 1.2524
C -1.0368 -0.0040 0.1948
O -2.3754 -0.2410 0.7183
H 1.1066 0.1972 0.7521
H 0.0745 1.4038 1.4861
H -0.8155 -0.9318 -0.3328
H -1.1222 0.7147 -0.6202
O 4.0860 -2.5203 -1.6040
S 2.7079 -2.6601 -1.0766
O 1.7070 -1.8205 -1.7046
O 2.3497 -4.2569 -1.3602
C 1.0019 -4.7963 -1.3314
C 1.0361 -6.2715 -1.5473
C 2.5513 -2.6581 0.7791
H 0.3460 -4.3379 -2.0715
H 0.4990 -4.4763 -0.4189
H 1.8508 -6.6428 -0.9256
H 1.2236 -6.6881 -2.5370
H 0.1346 -6.7599 -1.1774
H 1.4887 -2.6852 1.0208
H 3.1012 -1.8612 1.2797
H 3.0807 -3.5676 1.0629
O -3.0300 2.0904 6.0109
S -2.3529 1.8837 4.7538
O -2.5380 0.6926 3.9178
O -2.5309 3.3063 3.9323
C -2.1731 3.3789 2.5256
C -2.2960 4.7901 2.0451
C -0.5008 2.0046 5.0362
H -2.7036 2.7069 1.8510
H -1.1201 3.1236 2.4070
H -1.7459 5.4887 2.6756
H -3.2846 5.2469 2.0911
H -1.9152 4.7814 1.0238
H -0.0039 1.7480 4.1006
H -0.2337 1.3070 5.8300
H -0.3932 3.0215 5.4136
O 5.0020 0.1589 -2.1618
S 4.3321 1.0083 -1.2203
O 4.2003 0.6394 0.2220
O 4.9057 2.6051 -1.3021
C 4.6234 3.4151 -0.1134
C 5.2837 4.7694 -0.2037
C 2.6702 1.4154 -1.8132
H 5.0421 2.9906 0.7990
H 3.5797 3.6376 0.1086
H 6.3438 4.5214 -0.1518
H 4.9861 5.3514 0.6686
H 5.0609 5.2415 -1.1606
H 2.2544 1.9023 -0.9311
H 2.1973 0.4942 -2.1536
H 2.8246 2.1687 -2.5857
O -4.0412 -0.8142 -4.9044
S -3.5335 0.1199 -3.8930
O -3.4767 -0.1611 -2.4455
O -1.9917 0.5814 -4.3719
C -0.8478 -0.2841 -4.1553
C -0.7858 -1.4515 -5.1032
C -4.3479 1.7786 -4.2486
H -0.8120 -0.5799 -3.1068
H -0.0145 0.4016 -4.3088
H 0.0026 -2.0244 -4.6151
H -0.4871 -1.1488 -6.1068
H -1.6454 -2.1186 -5.0385
H -4.2992 2.1201 -5.2826
H -3.7797 2.4935 -3.6533
H -5.3593 1.8826 -3.8556
O 4.7498 -2.1496 5.6748
S 3.6344 -2.9628 5.1761
O 3.7872 -3.8766 4.0282
O 2.8861 -3.8496 6.4225
C 2.6077 -3.3302 7.6935
C 1.9035 -4.4396 8.5222
C 2.1504 -1.7790 4.7363
H 1.9548 -2.4912 7.4534
H 3.4122 -2.8436 8.2450
H 1.0927 -4.8880 7.9480
H 1.4745 -4.0257 9.4347
H 2.5579 -5.2525 8.8368
H 2.5031 -1.3481 3.7992
H 1.9925 -1.1288 5.5968
H 1.2576 -2.3770 4.5541
O 0.1667 6.6510 0.3055
S 0.7032 5.8176 -0.7589
O 1.1122 4.4912 -0.3418
O -0.5352 5.6205 -1.9298
C -0.1774 4.9481 -3.0335
C -0.7283 3.5264 -2.9872
C 2.0805 6.6457 -1.6372
H 0.8860 4.9660 -3.2722
H -0.6481 5.3843 -3.9146
H -0.5968 2.9699 -2.0593
H -0.1988 2.8946 -3.7002
H -1.7958 3.4914 -3.2046
H 2.5020 5.8479 -2.2488
H 2.7058 6.9980 -0.8168
H 1.6877 7.5419 -2.1174
O -4.5433 -1.7996 -0.4885
S -4.3279 -3.1039 -1.0316
O -4.8156 -4.2232 -0.2678
O -4.9599 -3.1515 -2.5525
C -4.7656 -4.2806 -3.3553
C -5.3907 -4.0749 -4.7217
C -2.5091 -3.4213 -1.3544
H -5.3808 -5.1137 -3.0154
H -3.7038 -4.4988 -3.4689
H -5.1363 -4.8970 -5.3907
H -5.1155 -3.1104 -5.1483
H -6.4801 -4.0626 -4.6874
H -1.9927 -2.9338 -0.5275
H -2.1719 -2.9033 -2.2522
H -2.2524 -4.4806 -1.3432
*
```

Summary:
**Lowest unoccupied orbital energy (spin up / spin down)**: -7.1 / -9.8 eV
**Highest occupied orbital energy (spin up / spin down)**: -14.5636 / -14.5626 eV
**HOMO-LUMO gap (spin up / spin down)**: 0.276 / 0.174 hartree
**Expectation value of S²**: 2.01
**Molecular weight**: 1056.271 g/mol

---

No. 2
An isolated molecule of C7H7NO in a non-equilibrium geometry, computed with ωB97M-V/def2-TZVPD.

```
! RIJCOSX wB97M-V def2-TZVPD def2/J DEFGRID3
* xyz 0 1
C 2.1953 0.9352 1.1835
C 1.5891 0.7542 -0.1575
O 2.1941 1.0971 -1.1558
C 0.2168 0.1077 -0.2475
C -0.5201 0.2390 -1.3559
C -1.7906 -0.4234 -1.4660
C -2.2218 -1.0086 -0.3611
C -1.4292 -1.1434 0.8047
N -0.1736 -0.5462 0.8686
H 3.3209 1.4231 1.2695
H 1.6133 1.3443 1.8752
H 2.2794 -0.2599 1.5760
H -0.0586 0.7743 -2.1877
H -2.4368 -0.2802 -2.2304
H -3.1672 -1.2300 -0.2471
H -1.6109 -1.7833 1.8315
*
```

Summary:
**Lowest unoccupied orbital energy**: 0.3 eV
**Highest occupied orbital energy**: -9.5868 eV
**Structure (SMILES)**: CC(=O)c1ccccn1
**HOMO-LUMO gap**: 0.364 hartree
**Molecular weight**: 121.139 g/mol

---

No. 3
A cluster of 2 separate species, C7H14NP in total in a non-equilibrium geometry, computed with ωB97M-V/def2-TZVPD.

```
! RIJCOSX wB97M-V def2-TZVPD def2/J DEFGRID3
* xyz 0 1
C -2.7728 2.0875 -0.2485
C -1.8217 1.2115 0.0196
C -1.5800 0.4719 1.2972
N -0.8304 -0.7820 1.1605
P -0.7349 -1.8785 0.1368
C -2.1535 -1.6013 -1.1343
H -2.9360 2.4757 -1.2499
H -3.5682 2.4768 0.4236
H -0.9422 1.0698 -0.7457
H -0.9329 1.0964 2.0030
H -2.4746 0.3308 1.7365
H -2.8922 -1.8995 -0.4008
H -2.2105 -2.3989 -1.9251
H -2.5118 -0.5214 -1.3205
C 3.8292 0.9108 -0.6139
C 2.8052 0.3211 -0.0107
C 2.7259 -1.0635 0.5470
H 4.0261 1.8477 -1.0929
H 4.4366 0.0888 -1.0052
H 2.0373 0.9161 0.4748
H 2.4282 -0.9915 1.6552
H 3.6033 -1.5630 0.3836
H 1.9562 -1.6243 0.0430
*
```

Summary:
**Lowest unoccupied orbital energy**: 0.3 eV
**Highest occupied orbital energy**: -8.8386 eV
**Structure (SMILES)**: C=CC/N=P\C.C=CC
**HOMO-LUMO gap**: 0.334 hartree
**Molecular weight**: 143.170 g/mol